[1]
Computed, not measured: C5H7N3 as an isolated structure, with ωB97M-V/def2-TZVPD.

The geometry in ORCA input format:
```
! RIJCOSX wB97M-V def2-TZVPD def2/J DEFGRID3
* xyz 0 1
C -1.766 -0.099 -0.197
C -0.869 -1.339 0.341
C 0.457 -0.824 -0.131
C 2.271 -0.009 0.168
C 1.532 1.044 0.125
H -1.743 -0.197 -1.280
H -2.921 0.154 0.156
H -0.821 -1.332 1.433
H -1.154 -2.218 -0.285
H 3.371 -0.062 -0.059
H 2.013 2.117 0.010
H -1.344 2.129 -0.319
N 1.696 -1.165 -0.128
N 0.336 0.680 -0.142
N -1.058 1.121 0.308
*
```

- Calculated total energy: -9764.3619 eV
- E_HOMO: -8.3 eV
- Relative energy (zero: lowest compared OMol25 entry of this formula, charge and spin): 115.9 kcal/mol
- Kohn-Sham gap: 9.101 eV

=====

[2]
Computed, not measured: C48H72F6MnO36P as an isolated structure, with ωB97M-V/def2-TZVPD.

The geometry in ORCA input format:
```
! RIJCOSX wB97M-V def2-TZVPD def2/J DEFGRID3
* xyz 1 6
Mn 0.207 0.037 -0.597
P 0.433 -1.860 -2.914
F 1.552 -1.560 -1.733
F 0.435 -0.324 -3.194
F 1.558 -2.118 -4.049
F -0.850 -2.049 -3.854
F 0.324 -3.393 -2.397
F -0.477 -1.560 -1.634
C 3.660 -2.761 3.353
C 3.445 -3.219 4.816
C 2.627 -4.483 4.989
O 3.310 -5.259 5.963
C 4.495 -4.719 6.121
O 5.375 -5.188 6.873
O 4.614 -3.610 5.342
H 2.781 -2.271 2.933
H 3.917 -3.517 2.612
H 4.506 -2.087 3.220
H 3.027 -2.397 5.396
H 2.614 -5.030 4.046
H 1.604 -4.240 5.276
C -1.852 -5.120 -0.617
C -0.733 -4.927 0.369
C 0.672 -5.149 -0.177
O 1.370 -3.953 0.267
C 0.418 -3.004 0.610
O 0.651 -1.820 0.837
O -0.742 -3.563 0.631
H -2.852 -4.830 -0.295
H -1.918 -6.155 -0.955
H -1.751 -4.541 -1.535
H -0.965 -5.401 1.322
H 0.679 -5.076 -1.265
H 1.073 -6.081 0.222
C 4.561 1.396 4.159
C 4.381 1.601 2.651
C 5.294 0.641 1.927
O 4.543 0.217 0.848
C 3.303 0.519 1.075
O 2.407 0.184 0.322
O 3.157 1.167 2.230
H 5.552 1.768 4.416
H 4.455 0.373 4.520
H 3.795 1.969 4.683
H 4.545 2.614 2.284
H 5.659 -0.141 2.593
H 6.155 1.205 1.569
C 0.269 -0.653 3.901
C -0.346 -1.872 4.702
C -1.737 -1.662 5.302
O -2.426 -2.771 4.915
C -1.677 -3.530 4.025
O -1.966 -4.599 3.613
O -0.522 -2.968 3.821
H -0.396 -0.338 3.098
H 1.225 -0.912 3.444
H 0.431 0.163 4.606
H 0.374 -2.210 5.447
H -2.267 -0.785 4.932
H -1.564 -1.614 6.378
C -5.537 -2.670 -2.629
C -4.339 -2.548 -3.561
C -3.658 -3.799 -4.143
O -3.803 -3.654 -5.506
C -4.254 -2.462 -5.870
O -4.412 -2.146 -7.025
O -4.786 -1.858 -4.782
H -5.269 -3.148 -1.686
H -6.365 -3.200 -3.100
H -5.758 -1.690 -2.207
H -3.599 -1.925 -3.058
H -4.269 -4.644 -3.826
H -2.688 -3.993 -3.685
C -2.712 1.588 -6.221
C -2.903 2.068 -4.790
C -4.096 1.395 -4.104
O -3.652 1.007 -2.870
C -2.369 1.269 -2.759
O -1.669 1.026 -1.762
O -1.823 1.708 -3.976
H -2.652 0.500 -6.239
H -1.807 2.021 -6.647
H -3.543 2.005 -6.791
H -2.977 3.146 -4.644
H -4.298 0.455 -4.616
H -4.918 2.109 -4.055
C 1.678 3.883 4.271
C 0.288 3.628 3.618
C -0.076 4.573 2.528
O -0.352 3.778 1.438
C -0.068 2.445 1.705
O -0.165 1.554 0.840
O 0.352 2.324 2.941
H 2.404 3.891 3.458
H 1.963 3.091 4.964
H 1.695 4.800 4.861
H -0.416 3.684 4.448
H 0.729 5.240 2.218
H -0.869 5.276 2.783
C 5.320 2.218 -1.804
C 5.194 3.696 -1.206
C 4.467 4.710 -2.107
O 3.732 5.476 -1.249
C 3.487 4.733 -0.131
O 2.782 5.115 0.795
O 4.309 3.649 -0.111
H 5.851 1.568 -1.109
H 6.040 2.299 -2.618
H 4.376 1.717 -2.019
H 6.079 4.181 -0.792
H 3.832 4.193 -2.827
H 5.118 5.335 -2.718
C -4.745 2.800 0.403
C -5.829 2.945 1.475
C -6.566 4.274 1.433
O -7.930 3.938 1.485
C -8.090 2.546 1.316
O -9.118 1.950 1.158
O -6.858 2.010 1.302
H -4.139 3.699 0.295
H -5.237 2.561 -0.540
H -4.068 1.962 0.568
H -5.372 2.913 2.464
H -6.251 4.865 0.573
H -6.246 4.835 2.312
C 6.680 -0.933 -3.248
C 5.325 -1.217 -2.548
C 4.653 -2.510 -2.959
O 4.500 -3.338 -1.852
C 5.087 -2.719 -0.817
O 5.152 -3.163 0.334
O 5.641 -1.531 -1.178
H 7.327 -1.792 -3.070
H 7.094 0.026 -2.935
H 6.506 -0.812 -4.318
H 4.683 -0.345 -2.423
H 5.250 -3.141 -3.618
H 3.731 -2.397 -3.529
C 0.586 4.276 -5.410
C 1.048 4.294 -3.948
C -0.015 4.662 -2.922
O 0.136 3.729 -1.896
C 0.976 2.739 -2.305
O 1.113 1.681 -1.684
O 1.512 3.020 -3.468
H 1.420 3.936 -6.024
H 0.397 5.318 -5.667
H -0.198 3.531 -5.544
H 1.905 4.967 -3.929
H -1.041 4.676 -3.290
H 0.275 5.658 -2.588
C -5.651 -0.777 2.951
C -4.536 -1.563 2.317
C -4.799 -2.241 0.984
O -3.658 -1.969 0.176
C -2.862 -1.102 0.767
O -1.844 -0.659 0.297
O -3.354 -0.796 1.918
H -6.548 -1.394 2.999
H -5.906 0.123 2.391
H -5.346 -0.521 3.966
H -4.154 -2.191 3.121
H -5.596 -1.689 0.486
H -5.045 -3.290 1.148
*
```

- Calculated total energy: -181571.6813 eV
- E_HOMO (alpha / beta): -12.0 / -12.0 eV
- Kohn-Sham gap (alpha / beta): 10.063 / 10.062 eV

=====

[3]
Computed, not measured: C28H33IrN4OP2S as an isolated structure, with ωB97M-V/def2-TZVPD.

The geometry in ORCA input format:
```
! RIJCOSX wB97M-V def2-TZVPD def2/J DEFGRID3
* xyz 3 6
Ir 0.056 -0.862 1.320
S -2.341 -1.407 2.506
C -1.986 0.106 3.257
C -2.831 0.719 4.182
C -2.440 1.932 4.725
C -1.220 2.476 4.338
C -0.436 1.802 3.411
N -0.813 0.649 2.875
H -3.757 0.236 4.452
H -3.065 2.441 5.444
H -0.867 3.406 4.754
H 0.519 2.201 3.098
C 3.354 0.358 -0.203
P 2.520 -0.330 1.281
C 3.260 0.694 2.608
C 3.323 -1.948 1.574
C 4.684 -2.088 1.318
C 5.342 -3.265 1.629
C 4.639 -4.322 2.185
C 3.278 -4.209 2.411
C 2.612 -3.024 2.120
P 0.839 -2.892 2.523
C 0.086 -4.543 2.339
C 0.835 -2.648 4.333
H 4.367 0.673 0.040
H 2.806 1.233 -0.551
H 3.396 -0.386 -0.995
H 4.331 0.483 2.655
H 2.818 0.468 3.576
H 3.121 1.751 2.385
H 5.239 -1.274 0.878
H 6.401 -3.353 1.441
H 5.150 -5.234 2.447
H 2.737 -5.042 2.830
H 0.422 -5.191 3.150
H 0.333 -4.992 1.379
H -0.998 -4.446 2.415
H 1.442 -3.431 4.788
H -0.184 -2.729 4.707
H 1.247 -1.677 4.599
C -3.986 5.201 -2.770
C -3.245 4.159 -3.495
C -3.535 3.845 -4.839
C -2.840 2.873 -5.503
C -1.799 2.157 -4.859
N -1.150 1.197 -5.565
C 0.063 0.508 -5.304
O 0.901 0.474 -6.154
N 0.252 -0.098 -4.083
C -0.626 -0.462 -3.072
C -1.992 -0.685 -3.271
C -2.773 -1.029 -2.185
C -2.197 -1.139 -0.930
N -0.893 -0.939 -0.732
C -0.125 -0.630 -1.777
C -1.474 2.498 -3.523
C -2.187 3.463 -2.867
H -4.883 5.509 -3.299
H -3.347 6.085 -2.660
H -4.229 4.890 -1.753
H -4.310 4.393 -5.354
H -3.074 2.646 -6.533
H -1.316 1.225 -6.572
H 1.199 -0.457 -4.008
H -2.415 -0.623 -4.260
H -3.824 -1.227 -2.312
H -2.793 -1.413 -0.072
H 0.933 -0.511 -1.578
H -0.633 2.030 -3.039
H -1.918 3.724 -1.854
*
```

- Calculated total energy: -69805.8916 eV
- E_HOMO (alpha / beta): -14.7 / -16.7 eV
- Kohn-Sham gap (alpha / beta): 7.024 / 5.837 eV